{"formula": "C55H136BF4N9Na2O21", "method": "ωB97M-V with the def2-TZVPD basis set", "mol_weight_g_mol": 1392.519, "homo_lumo_gap_ev": 8.513, "homo_ev": -8.28, "symbols": ["Na", "Na", "B", "F", "F", "F", "F", "O", "C", "O", "O", "H", "C", "O", "C", "C", "N", "C", "C", "O", "C", "H", "H", "H", "H", "H", "H", "H", "H", "H", "H", "H", "H", "H", "H", "H", "C", "O", "C", "C", "N", "C", "C", "O", "C", "H", "H", "H", "H", "H", "H", "H", "H", "H", "H", "H", "H", "H", "H", "H", "C", "O", "C", "C", "N", "C", "C", "O", "C", "H", "H", "H", "H", "H", "H", "H", "H", "H", "H", "H", "H", "H", "H", "H", "C", "O", "C", "C", "N", "C", "C", "O", "C", "H", "H", "H", "H", "H", "H", "H", "H", "H", "H", "H", "H", "H", "H", "H", "C", "O", "C", "C", "N", "C", "C", "O", "C", "H", "H", "H", "H", "H", "H", "H", "H", "H", "H", "H", "H", "H", "H", "H", "C", "O", "C", "C", "N", "C", "C", "O", "C", "H", "H", "H", "H", "H", "H", "H", "H", "H", "H", "H", "H", "H", "H", "H", "C", "O", "C", "C", "N", "C", "C", "O", "C", "H", "H", "H", "H", "H", "H", "H", "H", "H", "H", "H", "H", "H", "H", "H", "C", "O", "C", "C", "N", "C", "C", "O", "C", "H", "H", "H", "H", "H", "H", "H", "H", "H", "H", "H", "H", "H", "H", "H", "C", "O", "C", "C", "N", "C", "C", "O", "C", "H", "H", "H", "H", "H", "H", "H", "H", "H", "H", "H", "H", "H", "H", "H"], "xyz": [[-6.383, -3.152, -19.039], [-3.871, -1.635, -22.290], [-6.159, -0.322, -21.092], [-6.475, -1.151, -22.164], [-5.989, -1.109, -20.044], [-5.009, 0.339, -21.400], [-7.202, 0.473, -20.848], [-3.531, -5.746, -21.216], [-4.366, -4.885, -20.663], [-5.374, -5.368, -20.119], [-4.125, -3.668, -20.669], [-4.049, -6.413, -20.759], [-1.381, 0.707, -20.792], [-1.753, -0.534, -21.338], [-1.022, -1.647, -20.904], [-0.719, -2.579, -22.048], [-1.849, -3.207, -22.691], [-1.547, -3.831, -23.977], [-0.871, -5.172, -23.763], [0.089, -5.504, -24.728], [0.676, -6.765, -24.550], [-0.481, 1.207, -21.153], [-1.246, 0.624, -19.714], [-2.178, 1.436, -20.939], [-1.424, -2.126, -20.011], [-0.015, -1.334, -20.628], [0.080, -3.272, -21.784], [-0.214, -2.013, -22.831], [-2.229, -3.905, -22.068], [-0.875, -3.195, -24.552], [-2.373, -3.961, -24.676], [-1.618, -5.953, -23.621], [-0.420, -5.163, -22.771], [0.815, -6.901, -23.477], [1.647, -6.846, -25.039], [-0.002, -7.565, -24.848], [-7.727, 2.203, -16.852], [-6.399, 1.658, -16.704], [-6.306, 0.268, -16.531], [-5.029, -0.229, -17.123], [-4.874, -1.683, -16.975], [-3.518, -2.033, -17.440], [-3.168, -3.528, -17.230], [-2.829, -3.769, -15.892], [-2.900, -5.156, -15.605], [-8.419, 1.827, -16.099], [-8.299, 2.020, -17.762], [-7.622, 3.287, -16.811], [-7.083, -0.300, -17.042], [-6.234, 0.113, -15.454], [-4.234, 0.279, -16.575], [-4.978, -0.005, -18.188], [-4.917, -1.961, -16.005], [-2.790, -1.391, -16.944], [-3.523, -1.789, -18.502], [-2.323, -3.798, -17.863], [-4.058, -4.107, -17.474], [-2.167, -5.727, -16.175], [-3.926, -5.468, -15.800], [-2.693, -5.275, -14.542], [-6.091, -3.808, -24.179], [-5.299, -2.692, -24.047], [-4.996, -2.027, -25.237], [-4.604, -0.562, -24.902], [-3.209, -0.383, -24.504], [-2.772, 1.004, -24.172], [-1.193, 1.080, -24.240], [-0.811, 1.085, -25.570], [0.534, 1.502, -25.737], [-5.542, -4.474, -24.845], [-7.055, -3.609, -24.646], [-6.115, -4.331, -23.223], [-5.757, -1.961, -26.014], [-4.163, -2.598, -25.648], [-5.307, -0.142, -24.183], [-4.796, -0.016, -25.826], [-2.685, -0.688, -25.313], [-3.049, 1.226, -23.141], [-3.165, 1.800, -24.803], [-0.746, 0.172, -23.835], [-0.765, 1.877, -23.632], [0.665, 2.532, -25.405], [0.843, 1.493, -26.782], [1.165, 0.857, -25.124], [4.992, -9.296, -21.519], [4.170, -9.120, -22.680], [3.829, -10.350, -23.312], [2.791, -10.094, -24.469], [1.574, -9.627, -23.876], [0.800, -10.737, -23.284], [-0.338, -10.184, -22.436], [0.260, -9.515, -21.323], [-0.672, -8.868, -20.452], [5.058, -8.336, -21.007], [5.948, -9.730, -21.814], [4.542, -10.045, -20.868], [3.514, -11.151, -22.643], [4.773, -10.726, -23.708], [2.580, -10.981, -25.066], [3.229, -9.399, -25.186], [1.787, -9.054, -23.071], [1.371, -11.380, -22.615], [0.414, -11.274, -24.151], [-1.040, -10.930, -22.063], [-0.969, -9.489, -22.989], [-0.178, -8.146, -19.801], [-1.224, -9.588, -19.847], [-1.388, -8.331, -21.075], [-9.937, -4.102, -13.199], [-10.522, -3.860, -14.502], [-11.929, -4.029, -14.494], [-12.510, -3.599, -15.881], [-12.177, -4.526, -16.955], [-12.829, -4.302, -18.227], [-12.267, -5.266, -19.332], [-11.004, -4.769, -19.671], [-10.377, -5.552, -20.682], [-10.022, -5.134, -12.860], [-10.225, -3.338, -12.476], [-8.848, -4.088, -13.238], [-12.467, -3.443, -13.749], [-12.187, -5.080, -14.358], [-12.310, -2.560, -16.141], [-13.580, -3.734, -15.720], [-11.176, -4.454, -17.071], [-12.726, -3.263, -18.540], [-13.896, -4.426, -18.045], [-12.781, -5.253, -20.293], [-12.273, -6.288, -18.952], [-9.334, -5.242, -20.755], [-10.972, -5.415, -21.585], [-10.464, -6.634, -20.586], [-7.328, -8.135, -25.328], [-6.196, -7.471, -25.889], [-5.018, -7.731, -25.167], [-3.838, -7.329, -26.030], [-3.858, -8.013, -27.358], [-2.833, -7.593, -28.230], [-2.993, -8.156, -29.639], [-1.882, -7.878, -30.464], [-2.049, -8.294, -31.831], [-7.683, -7.540, -24.486], [-7.113, -9.142, -24.972], [-8.193, -8.206, -25.986], [-4.876, -8.765, -24.853], [-5.133, -7.144, -24.256], [-2.847, -7.441, -25.590], [-3.817, -6.260, -26.241], [-4.750, -8.032, -27.831], [-1.866, -7.956, -27.882], [-2.834, -6.504, -28.291], [-3.821, -7.640, -30.123], [-3.210, -9.224, -29.679], [-2.958, -7.978, -32.343], [-1.877, -9.370, -31.846], [-1.181, -7.866, -32.334], [-3.347, -8.195, -17.934], [-4.157, -8.240, -19.070], [-5.145, -9.255, -19.007], [-6.030, -9.186, -20.224], [-6.917, -8.040, -20.118], [-7.655, -7.769, -21.405], [-8.723, -8.822, -21.806], [-9.228, -8.791, -23.073], [-9.811, -9.963, -23.582], [-2.384, -7.758, -18.199], [-3.164, -9.130, -17.404], [-3.775, -7.483, -17.229], [-5.720, -9.167, -18.085], [-4.673, -10.235, -18.933], [-6.594, -10.118, -20.262], [-5.440, -9.181, -21.140], [-6.387, -7.218, -19.866], [-6.970, -7.708, -22.251], [-8.081, -6.766, -21.391], [-9.582, -8.711, -21.145], [-8.240, -9.792, -21.695], [-10.068, -9.827, -24.632], [-10.737, -10.240, -23.077], [-9.038, -10.730, -23.542], [-12.562, -0.517, -18.290], [-11.502, -1.116, -18.920], [-10.233, -0.484, -18.642], [-9.026, -1.342, -19.120], [-9.036, -2.796, -18.764], [-8.977, -3.061, -17.339], [-8.680, -4.571, -17.082], [-7.310, -4.692, -17.294], [-6.866, -6.015, -16.974], [-13.442, -1.077, -18.608], [-12.741, 0.498, -18.644], [-12.514, -0.352, -17.214], [-10.100, -0.249, -17.586], [-10.171, 0.504, -19.099], [-8.076, -0.909, -18.809], [-9.039, -1.349, -20.210], [-9.925, -3.124, -19.115], [-9.915, -2.825, -16.835], [-8.218, -2.431, -16.876], [-9.320, -5.267, -17.623], [-8.932, -4.783, -16.043], [-5.793, -6.032, -17.165], [-7.371, -6.801, -17.536], [-6.973, -6.147, -15.897], [2.829, -5.834, -21.369], [2.457, -5.080, -20.186], [1.155, -5.485, -19.644], [0.899, -4.621, -18.393], [1.819, -4.873, -17.267], [1.518, -4.142, -16.064], [2.615, -4.345, -14.981], [2.358, -3.528, -13.838], [3.422, -3.477, -12.891], [2.393, -5.569, -22.332], [2.898, -6.919, -21.286], [3.879, -5.565, -21.484], [1.166, -6.541, -19.375], [0.412, -5.336, -20.428], [-0.130, -4.914, -18.186], [0.965, -3.584, -18.722], [2.811, -4.855, -17.456], [0.588, -4.595, -15.721], [1.471, -3.061, -16.195], [3.613, -4.237, -15.406], [2.554, -5.399, -14.712], [3.711, -4.452, -12.500], [3.130, -2.949, -11.982], [4.261, -2.976, -13.373]], "atomic_forces_ev_per_a": [[0.2267, -0.2647, -0.2500], [-0.0021, -0.3071, 0.0476], [-1.1324, 0.0189, -2.2124], [-0.0627, -0.7083, -1.1869], [1.1155, -2.6040, 3.7111], [1.9192, 1.0578, -0.3714], [-1.7883, 2.2277, 0.3683], [0.8013, -0.7073, -0.3281], [-1.1076, 3.7601, 0.7333], [-1.3788, -0.9642, 0.8063], [0.7705, 1.1219, -0.4647], [0.6078, -2.7124, -0.3600], [-0.4463, 0.5232, 1.0814], [-0.5951, 0.3081, -0.6009], [1.5450, -0.0705, -0.0129], [0.3372, -0.0761, -1.1582], [-0.9673, 0.1058, -0.2612], [0.9041, -0.0759, -0.4402], [0.1326, -0.6377, 0.6672], [0.0081, 0.8967, -0.8920], [-0.5644, -0.1825, 0.9474], [0.4095, -0.6293, -0.6206], [-0.0428, -0.0801, 0.2412], [-0.2590, -0.3012, -0.1409], [-0.5659, -0.1054, -0.0509], [0.2004, 0.3021, 0.3596], [0.0480, -0.4274, 0.6426], [-0.1041, 0.5286, -0.0339], [-0.4199, -0.0953, 0.1644], [0.2952, 0.1985, 0.2030], [-0.6363, 0.1403, 0.5366], [-0.3852, -0.3547, -0.4852], [0.5721, 0.1841, 0.2911], [0.3405, -0.2532, 0.2523], [-0.2467, 0.1768, -0.2028], [0.0816, -0.1304, -0.3387], [0.3343, -0.0811, 0.3437], [-1.1825, 0.8037, -0.9975], [-0.0689, -0.0528, -0.0357], [0.6354, -0.2718, 0.1978], [0.2060, -0.2459, -0.4281], [-0.3598, -0.6695, -0.0557], [-0.3531, 1.4268, -0.2585], [0.1209, -0.1129, 0.5740], [-0.1189, 0.8132, 0.5073], [0.2312, 0.1543, 0.6433], [0.7728, -0.5452, -0.7368], [0.0310, -0.1165, 0.3507], [-0.5854, 0.1730, 0.4230], [-0.6244, -0.5990, 0.2337], [0.4518, 0.2705, -0.2479], [0.0480, 0.1676, 0.0703], [-0.2154, 0.1256, 0.3334], [0.3952, -0.0468, 0.0763], [0.3083, -0.2190, -0.1629], [-0.0411, -0.1497, -0.3598], [-0.0695, -0.2761, -0.4014], [-0.0328, -0.1381, -0.2200], [-0.0063, -0.5021, -0.1052], [0.0426, -0.0173, -0.0489], [0.6665, -1.3435, -0.5728], [-0.1570, 1.4104, 0.8323], [1.2019, 0.9488, 0.5380], [-0.2894, 0.0069, -0.9248], [0.0141, 0.3292, 0.2834], [1.5673, -0.7270, 0.4675], [-1.4100, -1.2133, 0.5898], [0.3805, 0.9618, -1.6746], [-0.2347, 0.0091, 0.2751], [-0.1958, -0.6231, -0.3901], [-0.2737, 0.0920, 0.3605], [-0.5060, 0.2851, 0.0931], [-0.6418, -0.4148, 0.3665], [0.4081, 0.2591, -0.6404], [0.0953, -0.2323, 0.3114], [-0.0596, 0.3347, -0.2948], [0.4605, -0.0389, 0.0326], [-0.2360, -0.0568, -0.0060], [-0.1988, -0.0906, -0.3218], [-0.3011, -0.3427, 0.6527], [-0.2531, 0.6394, -0.2463], [-0.0449, 0.1823, 0.2496], [-0.3053, -0.4289, 0.0266], [0.4002, -0.0690, -0.1084], [-0.7586, -0.5715, -0.7666], [-0.6662, -0.0588, 0.5081], [0.9699, -0.0651, -1.5720], [1.3934, -0.1722, 1.3389], [-1.2137, -0.1819, 0.7166], [-0.6651, 0.7326, -0.4457], [-0.0179, 0.4760, 0.4164], [0.1297, 0.2482, 0.3548], [-0.0781, -0.2539, -0.9781], [0.2291, -0.1465, -0.1533], [0.3943, 0.3916, 0.0112], [-0.2308, 0.0841, 0.3207], [-0.4716, 0.3318, 0.5042], [0.1811, -0.2946, -0.4788], [0.1605, -0.3242, 0.2710], [-0.1008, 0.4040, 0.1922], [0.3461, 0.5771, -0.0829], [0.2686, -0.2940, -0.1570], [-0.2018, -0.4920, 0.3076], [0.1829, -0.5717, -0.0149], [0.1206, 0.3488, -0.3101], [0.2675, -0.2645, -0.1552], [-0.0132, -0.1731, 0.0990], [-0.2613, 0.2365, 0.0985], [0.6530, -0.1173, -0.8458], [0.3364, -0.0847, 1.4797], [-0.1861, 0.2749, -1.9019], [-0.5353, -1.1916, 0.6565], [1.0989, -0.4056, 0.6299], [-0.2476, -0.2196, -0.5057], [-0.7757, 1.3636, 0.5914], [1.3388, -0.9075, 0.5618], [-0.7633, 0.3438, -0.2439], [-1.1465, -0.0722, 0.1909], [-0.3863, -0.2589, 0.1114], [0.1443, 0.7212, -0.7201], [0.3658, 0.2451, 0.3734], [0.0144, -0.1920, 0.1144], [0.1476, 0.2715, 0.2082], [-0.3295, 0.4273, -0.0756], [0.1283, -0.2208, -0.2712], [0.2512, 0.1200, -0.4554], [-0.1861, -0.3974, -0.3000], [-1.0674, 0.0243, 0.2124], [0.3452, -0.1813, 0.1179], [-0.2729, 0.0660, -0.1650], [0.4108, 0.5089, -0.6245], [0.2661, -0.1900, 0.9705], [-0.0804, 0.7680, 0.6339], [-0.7586, -1.2344, -0.9802], [0.3725, 0.5643, 0.1973], [-0.0426, 0.4358, -1.8470], [-0.5963, -1.2337, 1.5776], [1.0526, -0.1268, -0.9325], [-0.6056, 0.4469, -0.8354], [0.1334, 0.3633, -0.2841], [1.4617, -0.0334, 1.1240], [0.0290, -0.1527, 0.2415], [0.2951, -0.0855, -0.0157], [0.4314, 0.2168, -0.5908], [-0.4022, -0.3975, -0.2499], [0.7308, 0.1941, 0.3699], [-0.1132, -0.7597, 0.3697], [-0.5665, 0.5963, 0.1905], [-0.2652, 0.3724, 0.5344], [0.2332, 0.2714, 0.2629], [0.5021, 0.4080, -0.2133], [-0.6644, -0.0504, 0.1045], [-0.0182, -0.2760, 0.4517], [-0.2371, -0.0056, 0.3584], [-0.5550, -0.2580, -0.3356], [-0.1704, 0.1345, -0.1833], [0.3304, 1.1371, 0.4805], [-0.0277, -0.5961, -0.4903], [0.2999, -0.1727, 0.0143], [-0.2591, 0.1007, 0.4763], [-1.6380, -0.4838, -1.4161], [0.3948, 0.2971, -0.3667], [0.3763, -0.6477, 2.1865], [-0.2912, 1.7801, -2.3803], [0.5603, 0.0671, 0.0357], [0.1051, -0.1394, -0.2328], [-0.1995, -0.3591, -0.3144], [-0.1840, -0.0593, 0.3851], [-0.3654, 0.2851, 0.0826], [0.3056, -0.2189, -0.2131], [-0.2363, -0.0201, 0.0975], [0.4386, 0.1420, -0.2222], [0.1652, 0.3701, -0.2346], [0.5021, -0.1945, -0.1921], [-0.1073, -0.1361, 0.4017], [0.0785, -0.3861, 0.7417], [-0.0623, -0.3805, 0.5789], [0.1277, 0.3619, 0.0346], [0.0693, -0.1801, 0.3793], [-0.2769, -0.6026, 0.1448], [-1.4335, 1.0972, -0.4184], [2.4054, -0.2754, 0.2074], [0.5485, -0.3996, 0.1078], [-0.9474, -0.8537, -0.4278], [0.3082, 1.5170, -0.1809], [-0.9186, -1.1742, -0.0191], [-0.4659, 2.0490, 0.9569], [0.6760, -1.3823, -0.5729], [0.7170, 0.8473, 0.2625], [-0.1360, -0.0871, 0.5074], [0.1203, 0.3814, -0.4512], [0.3190, -0.7756, 0.3782], [-0.4197, -0.3961, 0.5318], [-0.1164, 0.0461, -0.5272], [-0.2326, 0.2693, 0.0231], [0.1660, 0.2596, -0.0262], [-0.0245, -0.5585, -0.1355], [-0.1780, 0.2050, 0.1675], [0.2563, -0.2126, 0.0968], [0.2258, 0.0692, -0.8457], [0.1955, 0.0544, 0.3880], [-0.0509, -0.1509, -0.3314], [-0.1049, 0.0849, -0.0976], [-0.3018, -0.3057, 0.1663], [1.7276, 0.7609, 0.6054], [-1.2778, -1.4904, -0.7269], [1.8967, 0.8592, 0.1779], [0.9487, -0.7486, -0.8773], [-0.2577, -0.7450, -0.4222], [0.6028, -0.0300, 0.7913], [-0.9484, -0.8822, 0.0093], [0.0182, -0.1075, -0.1759], [-0.1490, -0.1395, -0.4085], [-0.8192, 0.2652, 0.3219], [-0.7682, -0.1863, 0.5011], [0.1538, 0.1440, -0.1423], [0.1875, -0.1411, 0.0360], [-0.3497, 0.1795, 0.1472], [-0.1175, 0.4252, 0.8502], [-0.3665, 0.3293, 0.0299], [-0.1781, 0.2022, -0.7866], [-0.2476, 0.7136, 0.4633], [-0.5596, 0.2765, -0.1889], [0.2485, 0.6338, -0.0259], [0.1163, -0.2641, 0.3563], [0.1323, -0.4044, -0.4406], [-0.3866, 0.4306, -0.4197], [0.3282, -0.0375, 0.2710]]}